{
  "formula": "C4H7NO2",
  "method": "ωB97M-V with the def2-TZVPD basis set",
  "total_energy_ev": -9845.2334,
  "homo_lumo_gap_ha": 0.3862,
  "smiles": "[H]/N=C(\\C)OCC=O",
  "lumo_energy_ev": 0.5226,
  "e_above_lowest_kj_mol": 197.43,
  "spin_multiplicity": 1,
  "total_charge": 0,
  "species": ["O", "O", "N", "C", "C", "C", "C", "H", "H", "H", "H", "H", "H", "H"],
  "positions_angstrom": [[0.39274, -2.08837, -1.31657], [-0.71391, -0.64557, 0.91070], [1.35334, -0.47038, 1.73820], [0.46692, 0.04119, 1.00148], [-1.32574, -0.71647, -0.35812], [0.53623, 1.39378, 0.30882], [-0.34042, -1.14090, -1.44706], [2.16672, 0.14124, 1.76598], [-0.06923, 2.11763, 0.87284], [-2.08464, -1.50107, -0.26852], [-0.31568, -0.51284, -2.36559], [1.57347, 1.74347, 0.28928], [0.16307, 1.39214, -0.72476], [-1.83252, 0.22061, -0.62685]],
  "forces_ev_per_a": [[-0.37, 0.59, -0.14], [0.09, -0.02, 0.11], [-0.10, 0.26, -0.23], [0.22, 0.11, 0.10], [-0.19, 0.04, -0.12], [0.02, -0.03, -0.03], [0.30, -0.40, 0.05], [-0.05, -0.04, 0.10], [0.11, -0.20, -0.14], [0.07, 0.12, -0.07], [-0.07, -0.18, 0.05], [-0.25, -0.07, 0.03], [0.09, -0.09, 0.29], [0.14, -0.09, 0.00]]
}



{
  "formula": "C7H9NO",
  "method": "ωB97M-V with the def2-TZVPD basis set",
  "total_energy_ev": -10937.7424,
  "homo_lumo_gap_ha": 0.3034,
  "lumo_energy_ev": 0.9652,
  "e_above_lowest_kj_mol": 489.38,
  "spin_multiplicity": 1,
  "total_charge": 0,
  "species": ["O", "N", "C", "C", "C", "C", "C", "C", "C", "H", "H", "H", "H", "H", "H", "H", "H", "H"],
  "positions_angstrom": [[-2.87985, 0.13933, 0.36679], [1.78544, 2.38221, 0.12640], [1.30362, 1.45803, -0.49874], [-2.53017, -0.25622, -0.86720], [-0.69484, -0.29450, 0.39871], [0.66371, -0.30799, 0.75591], [-1.74881, 0.16184, 1.09678], [-1.20420, -0.63526, -0.87542], [1.61231, -1.33113, 0.22275], [-0.61292, -0.97450, -1.75226], [2.06437, 3.29786, -0.39900], [1.91138, -1.18720, -0.78389], [-3.38649, -0.45429, -1.32934], [-1.85540, 0.50615, 2.10531], [1.22641, -2.26311, 0.28242], [0.99560, -0.09411, 1.79242], [0.81058, 1.16514, -1.53124], [2.53926, -1.31225, 0.88962]],
  "forces_ev_per_a": [[0.44, 0.69, 0.64], [1.37, 2.83, -0.97], [-2.67, -3.89, 0.75], [3.15, -0.81, 2.10], [-0.61, -0.12, -0.16], [3.42, 2.62, -0.58], [-0.62, 0.24, 1.12], [-0.79, 0.40, -2.12], [2.21, 2.12, 1.47], [-0.68, 0.13, 0.85], [-0.75, -1.90, 0.82], [0.33, 0.27, -1.09], [-2.81, -0.73, -3.08], [0.07, 0.10, 0.19], [-1.33, -3.28, 0.28], [-0.94, 0.47, -0.65], [1.24, 0.93, 1.55], [-1.03, -0.06, -1.14]]
}



{
  "formula": "C2H4S2",
  "method": "ωB97M-V with the def2-TZVPD basis set",
  "total_energy_ev": -23807.9093,
  "homo_lumo_gap_ha": 0.3121,
  "smiles": "CC1SS1",
  "lumo_energy_ev": 0.1640,
  "e_above_lowest_kj_mol": 93.49,
  "spin_multiplicity": 1,
  "total_charge": 0,
  "species": ["S", "S", "C", "C", "H", "H", "H", "H"],
  "positions_angstrom": [[-0.03652, -2.03384, 0.04224], [1.79145, -1.12330, 0.29879], [0.17645, -0.37705, 0.55352], [-0.30083, 0.86049, -0.47259], [-0.41750, 1.79885, -0.07633], [-1.24810, 0.46916, -0.55837], [0.27236, 0.75831, -1.40953], [-0.23731, -0.35262, 1.62227]],
  "forces_ev_per_a": [[-0.28, -1.05, -0.98], [0.09, 0.23, 0.44], [-0.78, 2.73, 0.67], [2.20, -4.69, 0.78], [0.54, 2.23, 1.19], [-2.53, -0.38, -1.16], [-0.33, 0.28, 0.56], [1.09, 0.67, -1.49]]
}



{
  "formula": "C27H40Cl4GeNO5PdSSi3",
  "method": "ωB97M-V with the def2-TZVPD basis set",
  "total_energy_ev": -184932.4526,
  "homo_lumo_gap_ha": [0.2374, 0.2343],
  "lumo_energy_ev": [-1.5982, -1.6830],
  "e_above_lowest_kj_mol": 125.38,
  "spin_multiplicity": 2,
  "total_charge": 0,
  "species": ["Pd", "Ge", "Cl", "Cl", "Cl", "Cl", "S", "Si", "Si", "Si", "O", "O", "O", "O", "O", "N", "C", "C", "C", "C", "C", "C", "C", "C", "C", "C", "C", "C", "C", "C", "C", "C", "C", "C", "C", "C", "C", "C", "C", "C", "C", "C", "C", "H", "H", "H", "H", "H", "H", "H", "H", "H", "H", "H", "H", "H", "H", "H", "H", "H", "H", "H", "H", "H", "H", "H", "H", "H", "H", "H", "H", "H", "H", "H", "H", "H", "H", "H", "H", "H", "H", "H", "H"],
  "positions_angstrom": [[0.75969, -0.02740, -0.46849], [-1.55858, 0.06900, -1.03884], [5.57318, 1.26414, 5.91320], [2.73686, -3.66454, 1.76326], [4.22362, -3.84090, -0.71619], [5.17879, -2.13620, 1.39074], [1.86940, 1.67149, -4.37321], [-2.65903, 1.80176, -2.35200], [-1.23259, -2.07870, -2.26630], [-3.31875, -0.59512, 0.55147], [-0.03570, 0.64157, 4.33237], [2.27374, -1.77761, -1.02538], [-0.07977, 1.04959, 1.53197], [2.73210, -0.59908, 0.79546], [-0.03971, -1.12829, 1.23702], [1.91960, 1.39352, -1.80960], [-3.06569, -2.28005, 1.33395], [3.73041, -2.76563, 0.59416], [2.28857, -0.00975, 4.02014], [4.27318, 0.67257, -1.46259], [-4.99290, -0.66737, -0.30098], [-0.59510, -3.46020, -1.20004], [5.59156, 0.37574, -3.47105], [-0.47333, -0.35895, 3.45148], [-3.32272, 3.06072, -1.13262], [2.92373, 1.81550, 6.01273], [-2.94830, -2.50791, -2.89704], [1.29684, 0.73239, 4.63712], [-0.14782, -0.10816, 1.98247], [3.33867, 1.09398, -3.65505], [-3.43402, 0.76439, 1.85850], [4.54150, 0.76105, -4.27554], [-4.04601, 0.97431, -3.30267], [3.19027, 1.02414, -2.26926], [5.46078, 0.34309, -2.07541], [-0.07003, -1.68958, -3.68757], [-1.68954, 2.72062, -3.68041], [3.91569, 1.05560, 5.41085], [2.84176, -1.59975, 0.07848], [3.61115, 0.15228, 4.41719], [1.17234, 1.74372, -2.81043], [1.60208, 1.66835, 5.63363], [0.50784, 2.47733, 6.26519], [-3.79052, 0.36472, 2.81189], [0.92659, 3.25254, 6.90393], [3.18708, 2.53127, 6.78000], [6.53519, 0.10552, -3.92369], [-1.04455, 2.07028, -4.27141], [-3.64056, -2.31898, 2.26318], [6.30777, 0.05355, -1.46822], [0.38058, -3.22115, -0.79591], [-0.37378, -0.78857, -4.22263], [-3.45038, -3.06536, 0.68073], [-5.36896, 0.32034, -0.56211], [-2.57280, 3.31902, -0.38469], [-4.64821, 0.28067, -2.72770], [-3.45861, -1.67391, -3.37184], [4.15817, 0.64960, -0.38889], [0.93708, -1.53895, -3.28993], [-4.15163, 1.52068, 1.53794], [-1.26989, -3.69496, -0.37856], [-0.49263, -4.35169, -1.82634], [-2.48255, 1.26250, 2.03317], [2.07054, -0.68849, 3.20816], [-5.01041, -1.29495, -1.18890], [-0.14614, 1.84723, 6.87003], [-2.02651, -2.49042, 1.55779], [-4.19711, 2.68288, -0.60452], [4.39146, -0.41730, 3.93815], [-3.58106, -2.89635, -2.10041], [-2.83015, -3.29867, -3.64406], [-0.11812, 2.94526, 5.50611], [-0.13292, -1.35659, 3.73941], [-0.02767, -2.51170, -4.40663], [-5.68699, -1.10362, 0.42272], [-2.41994, 3.15517, -4.36759], [-4.69926, 1.77287, -3.66365], [-1.56413, -0.32632, 3.52335], [-3.61428, 3.97618, -1.65232], [-3.65312, 0.44891, -4.17350], [0.16304, 2.09101, -2.67341], [4.64860, 0.81064, -5.34945], [-1.09693, 3.54545, -3.28090]],
  "forces_ev_per_a": [[0.71, 0.73, 1.65], [-1.17, -1.36, -0.75], [-0.03, 0.00, -0.01], [0.01, 0.02, 0.02], [-0.01, -0.03, 0.02], [0.00, 0.05, 0.06], [0.02, 0.03, 0.04], [0.26, 0.16, 0.19], [0.00, 0.91, 0.08], [0.37, 0.55, 0.20], [-0.09, 0.04, -0.02], [-0.39, 0.03, 0.06], [0.23, 0.15, -0.53], [0.10, -0.01, 0.30], [0.00, -0.04, -0.48], [-0.30, -0.64, -0.22], [-0.06, 0.05, -0.07], [0.08, -0.05, -0.07], [-0.06, 0.04, 0.02], [0.00, 0.00, -0.05], [0.04, 0.03, 0.02], [-0.10, -0.08, -0.12], [-0.01, 0.00, 0.02], [-0.01, 0.07, 0.00], [-0.01, 0.02, -0.09], [0.01, 0.02, -0.01], [0.14, -0.17, -0.12], [-0.03, 0.04, -0.02], [-0.07, -0.04, 0.14], [0.04, 0.01, -0.02], [-0.08, -0.19, 0.07], [-0.01, 0.02, 0.03], [0.06, -0.01, 0.00], [0.06, 0.12, 0.19], [0.00, 0.00, -0.03], [0.00, -0.22, 0.05], [-0.10, 0.10, -0.04], [0.06, 0.00, 0.00], [0.07, -0.15, -0.45], [-0.01, 0.00, -0.03], [0.02, 0.17, 0.12], [-0.03, -0.06, -0.03], [-0.01, 0.01, 0.01], [-0.05, 0.00, 0.00], [0.00, 0.01, 0.02], [0.01, 0.01, 0.02], [0.03, -0.01, -0.01], [-0.08, -0.01, -0.09], [-0.03, 0.00, 0.00], [0.01, 0.00, 0.00], [0.22, 0.03, 0.10], [-0.03, 0.03, -0.01], [0.03, -0.03, -0.03], [-0.02, 0.07, -0.03], [0.04, 0.02, 0.02], [-0.07, -0.05, 0.06], [-0.02, 0.03, -0.04], [0.01, 0.03, 0.00], [0.04, 0.02, -0.03], [-0.01, 0.05, -0.03], [-0.03, 0.01, 0.02], [0.00, -0.03, 0.02], [0.02, 0.04, 0.00], [0.00, -0.06, -0.02], [0.00, -0.07, -0.05], [-0.02, -0.02, 0.00], [0.16, -0.04, 0.05], [-0.05, -0.05, 0.05], [0.06, -0.06, -0.06], [-0.04, -0.02, 0.06], [-0.09, -0.04, -0.01], [0.00, 0.02, -0.02], [0.10, 0.05, -0.02], [0.03, -0.01, -0.01], [-0.03, 0.00, 0.02], [-0.04, 0.03, 0.02], [-0.04, 0.02, -0.02], [0.07, -0.15, -0.03], [-0.03, 0.02, -0.01], [0.02, 0.00, -0.04], [0.14, -0.14, 0.05], [0.00, 0.00, -0.04], [0.02, 0.00, -0.03]]
}